# 1
# C6H6S2

An isolated molecule of C6H6S2 (the ωB97M-V functional and the def2-TZVPD basis, the Open Molecules 2025 dataset).

```
14
C6H6S2, DFT the ωB97M-V functional and the def2-TZVPD basis
C 1.3647 0.9560 0.8473
C 0.7182 -0.1318 0.1669
C 1.3657 -1.2890 -0.4626
S 2.8108 -1.8335 -0.0395
C -0.7064 0.1424 -0.1179
C -1.1323 1.4291 -0.3967
C -1.7064 -1.0188 -0.1443
S -1.7835 -2.5879 0.3535
H 2.5798 0.8345 0.9095
H 0.9139 1.8599 1.2557
H 0.9285 -1.8623 -1.2770
H -2.2088 1.9200 -0.3579
H -0.5040 2.2449 -0.4111
H -2.6403 -0.6634 -0.3260
```

Highest occupied orbital energy   -8.76 eV
E   -1028.44944 hartree
Net charge   0
Energy relative to the best compared isomer or geometry (same formula, charge and spin)   66.7 kcal per mole



# 2
# C5H15NO2

A cluster of 4 separate species, C5H15NO2 in total (the ωB97M-V functional and the def2-TZVPD basis, the Open Molecules 2025 dataset).

```
23
C5H15NO2, DFT the ωB97M-V functional and the def2-TZVPD basis
C -0.7256 2.3828 0.0915
C -0.6877 0.8485 0.2999
C -0.3575 0.1560 -0.9556
C 0.7985 0.4778 -1.6954
C 1.1975 0.0080 -2.8942
N -1.9564 0.4860 0.9187
H -0.9478 2.8736 1.0530
H 0.1807 2.7873 -0.3468
H -1.5347 2.6031 -0.6053
H 0.1654 0.6389 0.9870
H -1.1054 -0.5241 -1.3808
H -1.1147 -1.8415 0.3870
H 1.4452 1.1942 -1.2068
H 2.0941 0.3782 -3.3703
H 0.6025 -0.7403 -3.4282
H -1.8361 0.5468 1.9342
H -2.1214 -0.5105 0.7410
H 1.0542 -1.1649 -0.1445
H 1.2433 -1.7300 1.1404
O 1.7824 -1.3207 0.4659
H -0.5552 -1.9408 1.8565
H -0.1653 -3.0554 2.8577
O 0.0437 -2.1389 2.6466
```

Highest occupied orbital energy   -7.99 eV
E   -404.53932 hartree
Net charge   0
Energy relative to the best compared isomer or geometry (same formula, charge and spin)   135.4 kcal per mole



# 3
# C15H17NPbS2

A structure of composition C15H17NPbS2 (the ωB97M-V functional and the def2-TZVPD basis, the Open Molecules 2025 dataset).

```
36
C15H17NPbS2, DFT the ωB97M-V functional and the def2-TZVPD basis
C -0.7849 -0.8240 -1.3681
C 1.8358 0.5765 -2.2030
C -0.8693 0.5565 -1.0691
H -1.6238 -1.4231 -0.9983
C 1.1421 1.7003 -2.7846
H 2.9201 0.7225 -2.0557
H -1.3792 0.7907 -0.1188
H 1.7654 2.5225 -3.1655
C -1.3538 1.4417 -2.2497
H -1.6837 2.4207 -1.8672
H -2.2417 0.9882 -2.7222
C 0.0049 -1.2842 -2.5221
H -0.4355 -0.9455 -3.4760
H -0.0322 -2.3838 -2.5677
C 1.5005 -0.8795 -2.4563
H 1.9802 -1.2060 -3.3977
H 1.9720 -1.4771 -1.6587
C -0.2688 1.6573 -3.3333
H -0.3786 0.9148 -4.1410
H -0.4617 2.6334 -3.8104
Pb 0.9868 1.8415 -0.5960
H -0.7403 -2.8507 -0.7109
S 0.3000 -3.2554 0.1071
C 0.0906 -2.1372 1.3873
N 0.2299 -0.8223 1.4218
C 0.0314 -0.2974 2.6906
C 0.0628 1.0587 3.0718
C -0.1583 1.4024 4.4045
C -0.4167 0.4164 5.3723
C -0.4456 -0.9351 5.0127
C -0.2267 -1.2815 3.6837
S -0.2273 -2.8742 2.9736
H 0.2595 1.8071 2.3019
H -0.1288 2.4502 4.7044
H -0.5931 0.7051 6.4092
H -0.6320 -1.7293 5.7313
```

Highest occupied orbital energy (spin up / spin down)   -6.76 / -6.06 eV
E   -1625.56449 hartree
Net charge   0
Energy relative to the best compared isomer or geometry (same formula, charge and spin)   46.4 kcal per mole



# 4
# C2H7N3O3

An isolated molecule of C2H7N3O3 (the ωB97M-V functional and the def2-TZVPD basis, the Open Molecules 2025 dataset).

```
15
C2H7N3O3, DFT the ωB97M-V functional and the def2-TZVPD basis
N 1.0112 1.4094 0.9436
N 0.0372 1.2502 -0.0785
C -0.4895 -0.1269 -0.5448
N -1.2000 -0.8875 0.5041
O -1.2817 0.1319 -1.6357
C 0.8431 -0.8696 -0.7059
O 1.4446 -1.0033 -1.7262
O 1.3076 -1.1808 0.4942
H 1.8520 1.8289 0.5130
H 1.1684 0.7938 1.7524
H -0.7770 1.8087 0.1937
H -2.0619 -1.2669 0.1763
H -1.4990 -0.3677 1.3291
H -0.9766 -0.3158 -2.4153
H 0.6215 -1.2047 1.2001
```

Highest occupied orbital energy   -9.19 eV
E   -470.34575 hartree
Net charge   0
Energy relative to the best compared isomer or geometry (same formula, charge and spin)   58.7 kcal per mole



# 5
# C24H35Cl2N2O4PS4SbSe4Ti

A structure of composition C24H35Cl2N2O4PS4SbSe4Ti (the ωB97M-V functional and the def2-TZVPD basis, the Open Molecules 2025 dataset).

```
78
C24H35Cl2N2O4PS4SbSe4Ti, DFT the ωB97M-V functional and the def2-TZVPD basis
Ti 0.0700 -2.2004 1.0611
S -1.1247 -5.9524 4.4351
Sb -0.5428 -5.3778 2.3609
S -2.1805 -2.2523 1.9751
S -2.2700 -4.1500 1.1400
S 0.5847 -6.6475 0.9149
Se 0.7376 -3.0017 4.4842
Se 0.1836 -0.7816 4.6427
Se 1.8449 0.2319 3.3635
Se 0.6467 0.2328 1.3596
O 1.5475 -3.0178 1.8678
N 0.4840 -3.4296 2.6514
C -5.0530 2.2328 1.8851
C -3.7610 1.4740 1.5813
C -2.9351 1.2713 2.8555
P -2.6128 2.0556 0.2369
C -1.7754 3.5748 0.9053
C -2.5682 4.6379 1.6643
C -0.9550 4.1937 -0.2294
C -3.7077 2.6383 -1.1577
C -4.5363 3.9171 -1.0341
C -4.5783 1.4531 -1.5877
H -5.5686 1.7485 2.7197
H -5.7395 2.2353 1.0388
H -4.8682 3.2697 2.1697
H -4.0363 0.4724 1.2310
H -2.6799 2.2261 3.3211
H -2.0040 0.7402 2.6519
H -3.5017 0.6869 3.5838
H -1.0571 3.1335 1.6070
H -3.3690 5.0706 1.0627
H -1.9006 5.4530 1.9612
H -3.0135 4.2362 2.5734
H -1.5981 4.6585 -0.9811
H -0.3417 3.4402 -0.7287
H -0.2904 4.9696 0.1587
H -2.9820 2.8031 -1.9636
H -5.2185 3.8898 -0.1845
H -5.1377 4.0575 -1.9381
H -3.9026 4.7979 -0.9261
H -5.3736 1.2611 -0.8660
H -3.9901 0.5371 -1.6786
H -5.0502 1.6527 -2.5528
Cl 4.3744 -1.4068 1.0548
C 3.9739 -0.0215 0.1032
C 4.2603 1.2377 0.5957
C 3.8815 2.3645 -0.1178
C 3.2423 2.2238 -1.3372
C 2.9949 0.9549 -1.8329
Cl 2.2553 0.8074 -3.4049
C 3.3267 -0.2068 -1.1261
N 2.9859 -1.4849 -1.5627
C 3.9950 -2.4663 -1.8179
C 5.2540 -2.0777 -2.2606
C 6.2435 -3.0196 -2.4893
C 5.9666 -4.3656 -2.2953
C 4.7065 -4.7487 -1.8638
C 3.7061 -3.8169 -1.6057
C 2.4080 -4.2813 -1.0054
C 1.1740 -3.5299 -1.4378
O 0.9521 -3.2428 -2.6024
O 0.3344 -3.2939 -0.4653
H 4.7509 1.3227 1.5557
H 4.0826 3.3502 0.2789
H 2.9450 3.0855 -1.9186
H 2.2470 -1.5132 -2.2539
H 5.4533 -1.0237 -2.4182
H 7.2221 -2.7020 -2.8262
H 6.7279 -5.1140 -2.4742
H 4.4893 -5.7980 -1.6996
H 2.4718 -4.2712 0.0836
H 2.2272 -5.3207 -1.2890
C -0.5436 -0.4437 -1.7457
O -1.0452 -1.0832 -0.5700
H -1.3248 0.1830 -2.1779
H -0.1892 -1.1870 -2.4593
H 0.2742 0.1969 -1.4282
H -1.6989 -1.7493 -0.8210
```

Highest occupied orbital energy   -5.47 eV
E   -14896.19567 hartree
Net charge   -1
Energy relative to the best compared isomer or geometry (same formula, charge and spin)   30.4 kcal per mole



# 6
# C4H10N2O2

A cluster of 2 separate species, C4H10N2O2 in total (the ωB97M-V functional and the def2-TZVPD basis, the Open Molecules 2025 dataset).

```
18
C4H10N2O2, DFT the ωB97M-V functional and the def2-TZVPD basis
C 0.4544 1.6066 -1.2028
N 1.7125 1.1379 -0.6805
C 1.9757 0.3109 0.4054
N 0.9710 0.1350 1.3230
O 3.1202 -0.0427 0.6275
H 0.6500 2.3633 -1.9626
H -0.1546 2.0345 -0.4058
H -0.0364 0.7894 -1.7457
H 2.4948 1.1998 -1.3160
H 0.1388 0.7029 1.2571
H 1.2994 -0.1118 2.2434
C -1.4620 -1.9714 0.0184
C -2.1723 -0.7569 0.5051
O -1.7924 0.3942 0.5412
H -1.6450 -2.7788 0.7268
H -0.3932 -1.7991 -0.0822
H -1.9059 -2.2965 -0.9218
H -3.2551 -0.9171 0.6694
```

Highest occupied orbital energy   -9.20 eV
E   -418.41032 hartree
Net charge   0
Energy relative to the best compared isomer or geometry (same formula, charge and spin)   31.8 kcal per mole



Number 1: largest force on an atom 5.38 eV Å⁻¹. Number 2: largest force on an atom 2.44 eV Å⁻¹. Number 3: largest force on an atom 3.82 eV Å⁻¹. Number 4: largest force on an atom 2.41 eV Å⁻¹. Number 5: largest force on an atom 0.63 eV Å⁻¹. Number 6: largest force on an atom 2.02 eV Å⁻¹.